This record from the OMol25 dataset describes a cluster of 4 separate species, C20H52BIN4O2P in total at a distorted geometry. The level of theory is the ωB97M-V functional and the def2-TZVPD basis.

The geometry in XYZ format:
```
81
Properties=species:S:1:pos:R:3:forces:R:3:mulliken_charge:R:1
C -6.1796 5.6686 -7.4002 0.17 -0.33 0.09 -1.04
P -4.4391 5.8544 -6.7716 0.24 1.50 0.06 0.10
C -3.2446 5.2958 -8.0782 -0.62 -0.61 0.05 -0.98
B -4.1849 4.8999 -5.0941 -0.46 -0.84 0.13 -0.15
I -3.3535 6.3714 -3.5669 0.26 0.09 0.26 -0.29
O -3.1383 3.8078 -5.1356 0.15 0.28 -0.80 0.01
N -3.3017 2.8150 -6.0415 0.32 -0.41 0.80 0.12
O -4.4116 2.4055 -6.1399 -0.25 0.29 -0.38 -0.37
H -6.6470 6.6478 -7.3592 -0.06 0.10 -0.07 0.29
H -6.7660 5.0032 -6.7681 0.02 -0.18 0.00 0.29
H -6.2235 5.3192 -8.4316 0.05 -0.12 -0.06 0.32
H -3.7243 4.6257 -8.7951 0.00 -0.05 -0.08 0.30
H -2.4402 4.7277 -7.6154 0.16 0.08 0.07 0.22
H -2.8448 6.1487 -8.6153 0.11 0.09 0.00 0.34
H -5.2340 4.5601 -4.6156 -0.06 0.10 -0.06 -0.17
C -0.2694 3.6577 -3.4853 0.11 -0.09 0.01 -1.16
C 0.4579 4.5417 -2.4869 -0.04 -0.02 -0.18 -0.29
N 0.5145 3.9750 -1.1479 0.07 0.06 0.17 0.29
C 0.9482 4.9199 -0.1383 -0.10 0.14 0.10 -0.69
C 2.3776 5.4718 -0.2265 0.05 0.02 0.13 -1.00
C 1.0777 2.6448 -1.0549 -0.04 -0.27 -0.08 -0.26
C 2.5104 2.4248 -1.5626 0.07 -0.10 0.09 -1.29
H -1.2732 3.4197 -3.1370 -0.02 0.03 -0.01 0.25
H -0.3676 4.1801 -4.4356 -0.08 0.02 0.01 0.36
H 0.2665 2.7243 -3.6786 0.01 0.01 0.01 0.27
H -0.0857 5.4878 -2.4275 0.01 0.01 0.10 0.37
H 1.4603 4.7795 -2.8815 0.00 0.01 0.00 0.21
H 0.8049 4.4648 0.8472 0.02 -0.09 -0.03 0.33
H 0.2551 5.7659 -0.1690 -0.01 -0.01 -0.10 0.44
H 3.1205 4.7364 0.0826 0.01 -0.02 -0.07 0.22
H 2.4801 6.3299 0.4425 -0.02 0.00 0.00 0.41
H 2.6235 5.8123 -1.2325 -0.02 -0.02 -0.02 0.27
H 0.4192 1.9657 -1.6021 -0.01 0.06 -0.06 0.13
H 1.0173 2.3113 -0.0131 0.00 0.14 0.05 0.14
H 2.6856 2.9175 -2.5194 -0.04 0.02 -0.01 0.28
H 2.6890 1.3560 -1.7076 -0.02 0.00 -0.01 0.40
H 3.2571 2.7783 -0.8517 0.01 0.08 -0.05 0.33
C -1.4534 -2.5849 3.4434 -0.02 -0.09 -0.02 -1.01
C -1.8498 -1.8280 2.1848 0.06 -0.11 0.04 -0.35
N -1.1944 -0.5410 2.0673 -0.02 0.16 0.00 0.09
C -1.7582 0.3032 1.0245 -0.17 0.12 -0.09 -0.77
C -1.6386 -0.1690 -0.4275 0.01 0.10 -0.08 -0.81
C 0.2553 -0.5660 2.1426 0.18 -0.10 0.15 -0.74
C 1.0165 -1.4238 1.1221 0.11 0.08 -0.02 -0.79
H -1.6307 -1.9841 4.3365 0.04 0.05 -0.02 0.33
H -2.0460 -3.4979 3.5270 0.00 0.00 -0.01 0.45
H -0.4039 -2.8804 3.4260 0.00 0.02 0.03 -0.12
H -2.9281 -1.6522 2.2189 0.01 0.09 -0.09 0.45
H -1.6690 -2.4754 1.3114 -0.03 -0.04 0.01 0.26
H -1.3167 1.2995 1.1101 0.08 -0.03 0.02 0.38
H -2.8198 0.4405 1.2518 0.00 -0.09 0.06 0.40
H -0.6260 -0.0480 -0.8095 0.01 -0.07 -0.01 -0.02
H -2.2908 0.4348 -1.0606 0.01 0.02 0.01 0.41
H -1.9372 -1.2106 -0.5557 0.01 -0.01 0.05 0.35
H 0.5352 -0.9049 3.1443 -0.05 -0.03 0.00 0.40
H 0.6185 0.4630 2.0863 -0.11 0.04 -0.08 0.36
H 0.5615 -2.4068 0.9887 -0.03 0.01 0.01 0.13
H 2.0411 -1.5826 1.4675 -0.01 0.00 0.02 0.41
H 1.0795 -0.9415 0.1478 -0.07 -0.05 -0.03 0.18
C 2.1256 -7.7087 6.4544 0.01 -0.05 -0.01 -1.45
C 1.7162 -6.9765 5.1851 0.04 -0.11 0.05 -0.32
N 2.3585 -5.6845 5.0375 -0.03 0.16 -0.02 0.14
C 1.7718 -4.8672 3.9887 -0.17 0.08 -0.10 -0.62
C 1.8797 -5.3626 2.5418 0.01 0.10 -0.07 -0.93
C 3.8090 -5.6919 5.0989 0.19 -0.10 0.14 -0.69
C 4.5690 -6.5605 4.0871 0.10 0.08 -0.03 -0.99
H 1.9498 -7.0895 7.3349 0.03 0.04 -0.01 0.33
H 1.5373 -8.6215 6.5579 0.00 0.00 -0.01 0.43
H 3.1765 -8.0004 6.4402 0.00 0.00 0.01 0.30
H 0.6370 -6.8069 5.2267 0.00 0.08 -0.09 0.43
H 1.8936 -7.6376 4.3218 -0.03 -0.04 0.01 0.26
H 2.1968 -3.8612 4.0491 0.09 -0.04 0.06 0.32
H 0.7104 -4.7462 4.2239 0.01 -0.09 0.08 0.29
H 2.8830 -5.2323 2.1381 0.02 -0.06 0.01 0.22
H 1.2047 -4.7833 1.9079 -0.01 0.00 0.02 0.31
H 1.5986 -6.4116 2.4428 0.01 -0.01 0.02 0.31
H 4.1017 -6.0089 6.1033 -0.06 -0.03 0.00 0.39
H 4.1601 -4.6602 5.0208 -0.11 0.04 -0.07 0.35
H 4.1238 -7.5504 3.9773 -0.02 0.00 0.02 0.25
H 5.5979 -6.7016 4.4250 -0.01 0.00 0.01 0.38
H 4.6177 -6.0967 3.1033 -0.07 -0.05 -0.03 0.28
```
Positions in Å, forces in eV/Å.

For the total energy, the calculation gives -49704.375 eV. The largest force on an atom comes out at 0.030 Eh/bohr. The orbital gap comes out at 5.613 eV. As for the total charge: -1.